Computed, not measured: one molecule with the formula C3H7N3, with ωB97M-V/def2-TZVPD.

Positions of all 13 atoms, in Å:
1 C 0.125853 -0.488074 -0.222600
2 C -0.228372 0.542277 -1.247745
3 C -0.872611 1.675363 -0.957975
4 H 1.325949 -1.552191 1.576399
5 H -0.030879 -1.287327 2.439673
6 H 0.757779 0.933117 1.097225
7 H -0.059059 -1.957140 -1.393925
8 H 0.026702 0.331959 -2.289622
9 H -1.134076 2.391642 -1.738096
10 H -1.172966 1.941876 0.073882
11 N 0.772898 -0.827823 2.039868
12 N 0.294448 0.030265 1.046426
13 N 0.194333 -1.733944 -0.423510

Cartesian forces (eV/Å) of the 3 atoms listed first:
-0.388 1.127 -0.245
-0.233 0.390 0.016
-0.012 0.063 0.387

For the energy relative to the best compared isomer or geometry (same formula, charge and spin), the calculation gives 128.4 kJ/mol. The calculation puts the highest occupied orbital energy at -9.35 eV. For the gap between HOMO and LUMO, the calculation gives 10.319 eV. The value obtained for the total energy is -282.725348 a.u.